No. 1
The following is a quantum chemistry calculation of CClNS2 in the gas phase in a non-equilibrium geometry, from the OMol25 dataset.

Each line ends with the natural charge from an NBO analysis.
Element x y z (Å)
1 C -1.26468 0.10073 -0.24455  -0.02
2 N -1.51669 1.19745 -0.49359  -0.27
3 S -0.78197 -1.41301 0.17379  0.17
4 S 1.67267 -0.73975 0.80626  0.17
5 Cl 1.89067 0.85458 -0.24190  -0.05

Summary:
SMILES ... N#CSSCl
Orbital gap ... 6.87 eV
ΔE to the lowest compared entry with this formula, charge and spin ... 25.88 kcal/mol

No. 2
The following is a quantum chemistry calculation of 2 unconnected molecules or ions with the total composition CClO2S in a non-equilibrium geometry, from the OMol25 dataset.

Each line ends with the natural charge from an NBO analysis.
Element x y z (Å)
1 C -0.25221 -0.20993 -0.73371  1.04
2 O -0.68905 -1.14544 -0.24018  -0.51
3 O 0.19640 0.72448 -1.22762  -0.54
4 S 0.33757 0.83236 2.81072  -0.66
5 Cl -0.52549 -0.63178 3.92277  -0.33

Summary:
Charge ... -1
Orbital gap ... 5.97 eV
ΔE to the lowest compared entry with this formula, charge and spin ... 1.93 kcal/mol

No. 3
The following is a quantum chemistry calculation of a molecular structure, CCsF5NaO3P in a non-equilibrium geometry, from the OMol25 dataset.

Each line ends with the Löwdin charge.
Element x y z (Å)
1 P -0.20518 -1.45927 -0.52336  0.49
2 F 0.16586 -2.05556 -1.94096  -0.08
3 F -3.07221 0.46771 1.57841  -0.92
4 F 0.16797 -2.86822 0.16793  -0.12
5 F -1.73391 -1.72937 -0.21369  -0.07
6 F -0.68890 -0.07816 -1.30185  -0.20
7 O 1.03388 -0.76881 0.20159  -0.04
8 O 2.61828 0.78213 0.37732  0.01
9 C 1.41017 0.58603 0.39435  -0.76
10 O 0.49673 1.41424 0.57185  -0.10
11 Na 2.27515 3.04185 0.79491  0.81
12 Cs -2.46783 2.66744 -0.10653  0.98

Summary:
Orbital gap ... 6.06 eV
ΔE to the lowest compared entry with this formula, charge and spin ... 3.71 kcal/mol

No. 4
The following is a quantum chemistry calculation of a molecular structure, CF2Li4O3 in a non-equilibrium geometry, from the OMol25 dataset.

Each line ends with the natural charge from an NBO analysis.
Element x y z (Å)
1 Li 0.71168 0.77869 0.37845  0.85
2 Li -1.00314 -0.17222 -0.94395  0.92
3 Li 1.87545 0.39986 -1.58336  0.97
4 Li -0.29827 2.35881 -0.91725  0.95
5 C -0.46125 -0.65304 1.40931  0.92
6 O -0.79334 -1.90675 1.48059  -0.73
7 O -1.00205 0.17076 0.50605  -1.10
8 O 0.61779 -0.23779 1.92088  -0.91
9 F 0.08440 -1.54142 -1.01823  -0.94
10 F 0.26872 0.80310 -1.23249  -0.93

Summary:
Orbital gap ... 3.43 eV

No. 5
The following is a quantum chemistry calculation of a molecular structure, CF2O2 in a non-equilibrium geometry, from the OMol25 dataset.

Each line ends with the natural charge from an NBO analysis.
Element x y z (Å)
1 C -0.60401 -0.25379 0.10987  0.74
2 O 0.82300 1.01517 0.02197  0.18
3 O -1.18150 -0.38817 -0.84211  -0.52
4 F -0.72089 -0.56006 1.38391  -0.34
5 F 1.68340 0.18684 -0.67364  -0.06

Summary:
Multiplicity ... 3
Orbital gap (alpha / beta) ... 7.01 / 8.97 eV
ΔE to the lowest compared entry with this formula, charge and spin ... 0.00 kcal/mol

No. 6
The following is a quantum chemistry calculation of CF2O3 in the gas phase in a non-equilibrium geometry, from the OMol25 dataset.

Each line ends with the natural charge from an NBO analysis.
Element x y z (Å)
1 C -0.89866 0.01446 -0.06720  1.03
2 O -1.98059 0.45486 -0.27009  -0.51
3 O 0.18260 0.79118 0.12043  -0.23
4 O 1.25857 0.14921 0.59337  0.23
5 F -0.68697 -1.28212 0.15931  -0.30
6 F 2.12504 -0.12759 -0.53582  -0.22

Summary:
Multiplicity ... 3
Orbital gap (alpha / beta) ... 10.20 / 9.23 eV
ΔE to the lowest compared entry with this formula, charge and spin ... 0.00 kcal/mol